Entry 1:
C48H55FeN8O2S | wB97M-V/def2-TZVPD

Summary:
HOMO energy (alpha / beta) = -6.56 / -6.50 eV
HOMO-LUMO gap (alpha / beta) = 0.205 / 0.200 Eh
2S+1 = 2
E_tot = -4112.66140 a.u.
max |F| = 1.57 eV/Å

Each line ends with the Löwdin spin population.
Geometry (Å):
Fe: -0.14734 -0.25073 0.16348  1.16
C: 4.49806 -2.97232 3.27750  0.00
C: 4.66304 -2.62342 1.79235  0.00
C: 3.34498 -2.47644 1.10255  0.01
C: 2.67036 -3.42577 0.37870  0.00
C: 3.15763 -4.79160 0.01162  0.00
C: 3.86198 -4.78384 -1.35070  0.00
C: 1.45174 -2.81402 -0.04734  0.00
C: 0.49473 -3.43795 -0.84265  0.00
C: -0.64085 -2.84610 -1.33961  0.00
C: -1.58247 -3.48410 -2.22864  0.00
C: -1.44373 -4.85527 -2.80724  0.00
C: -0.59220 -4.83585 -4.08361  0.00
C: -2.54830 -2.56895 -2.49136  0.01
C: -2.20443 -1.38047 -1.74479  0.00
C: -2.98962 -0.24912 -1.67951  -0.01
C: -2.72928 0.87960 -0.92200  0.00
N: -1.64143 1.05097 -0.11357  -0.02
C: -1.80291 2.26422 0.48146  0.00
C: -0.89889 2.83547 1.37439  -0.01
C: 0.34952 2.34974 1.66298  0.00
N: 0.85702 1.16386 1.20863  -0.02
C: 2.05445 1.00279 1.81792  0.00
C: 2.83486 -0.13159 1.76740  -0.01
C: 2.51825 -1.30730 1.10849  0.00
N: 1.37522 -1.52731 0.39349  -0.02
C: 2.38056 2.17036 2.60917  0.01
C: 1.31706 3.00747 2.51269  0.00
C: 1.19026 4.39234 3.05988  0.00
C: 1.64702 5.42692 2.02215  0.00
C: 3.64580 2.35166 3.38493  0.00
C: 4.84635 2.65952 2.48067  0.00
C: -3.00010 2.89840 0.02522  0.00
C: -3.58764 2.02512 -0.85563  0.01
C: -4.88791 2.18684 -1.57616  0.00
C: -4.71107 2.53230 -3.06024  0.00
C: -3.42408 4.29729 0.33872  0.00
C: -2.71545 5.29693 -0.58479  0.00
N: -1.02999 -1.56000 -1.09442  -0.03
C: -3.77975 -2.75950 -3.31782  0.00
C: -4.92750 -3.31292 -2.46266  0.00
H: 5.47173 -3.02874 3.76637  0.00
H: 4.00121 -3.93650 3.39013  0.00
H: 3.89312 -2.22222 3.78762  0.00
H: 5.23659 -3.41304 1.30351  0.00
H: 5.23719 -1.69907 1.69811  0.00
H: 2.32250 -5.49456 -0.01161  0.00
H: 3.85363 -5.14066 0.77610  0.00
H: 3.17067 -4.47900 -2.13784  0.00
H: 4.24899 -5.77427 -1.59475  0.00
H: 4.69544 -4.08053 -1.34620  0.00
H: 0.66752 -4.47720 -1.08881  0.00
H: -2.43158 -5.25330 -3.04480  0.00
H: -0.98958 -5.52908 -2.07848  0.00
H: -1.03657 -4.17872 -4.83219  0.00
H: -0.51453 -5.83663 -4.51137  0.00
H: 0.41432 -4.47153 -3.87018  0.00
H: -3.91905 -0.26101 -2.23283  0.00
H: -1.20524 3.75741 1.85059  0.00
H: 3.75388 -0.13074 2.33730  0.00
H: 1.80567 4.49062 3.95540  0.00
H: 0.15729 4.59480 3.34965  0.00
H: 2.65360 5.19730 1.67193  0.00
H: 1.65042 6.43052 2.45045  0.00
H: 0.98416 5.41853 1.15621  0.00
H: 3.84703 1.44722 3.96478  0.00
H: 3.51614 3.17012 4.09437  0.00
H: 5.01631 1.85016 1.77064  0.00
H: 5.75181 2.79552 3.07380  0.00
H: 4.66868 3.57341 1.91300  0.00
H: -5.46423 2.97826 -1.09482  0.00
H: -5.46766 1.26459 -1.48606  0.00
H: -4.14965 3.46035 -3.17109  0.00
H: -5.68080 2.65773 -3.54362  0.00
H: -4.16397 1.74481 -3.57879  0.00
H: -3.20037 4.53761 1.38018  0.00
H: -4.50338 4.39205 0.20916  0.00
H: -1.63346 5.19093 -0.49827  0.00
H: -2.98989 6.32427 -0.34024  0.00
H: -2.98481 5.10938 -1.62466  0.00
H: -3.56352 -3.45502 -4.13153  0.00
H: -4.08058 -1.81304 -3.77126  0.00
H: -4.64140 -4.26590 -2.01748  0.00
H: -5.82384 -3.46412 -3.06619  0.00
H: -5.15925 -2.62597 -1.64852  0.00
C: -1.60756 -0.41922 5.57445  0.00
N: -1.81366 -1.10481 4.31500  0.00
C: -2.63762 -2.18009 4.19832  0.00
C: -2.81276 -2.79931 3.02545  0.00
C: -2.11668 -2.30665 1.83689  -0.01
O: -2.28408 -2.85759 0.75210  0.00
N: -1.28790 -1.21697 2.00092  -0.08
C: -1.10562 -0.61083 3.20345  0.00
O: -0.36453 0.34305 3.40965  0.00
H: -2.18607 -0.91147 6.35343  0.00
H: -1.91339 0.62387 5.49264  0.00
H: -0.55060 -0.42657 5.83922  0.00
H: -3.13232 -2.49373 5.10909  0.00
H: -3.45870 -3.65529 2.91592  0.00
N: 1.71414 -1.50445 -2.95211  0.00
C: 1.66427 -0.16150 -2.97072  0.00
N: 1.11185 0.59196 -2.07646  -0.01
C: 1.31163 1.93766 -2.37486  0.00
C: 0.85764 3.01818 -1.63150  0.00
C: 1.16792 4.30493 -2.03268  0.00
C: 1.90743 4.53892 -3.18804  0.00
C: 2.34500 3.47963 -3.96394  0.00
C: 2.04845 2.19293 -3.54605  0.00
S: 2.48913 0.68179 -4.29379  0.00
H: 1.20799 -1.99177 -2.22766  0.00
H: 2.00128 -1.99838 -3.77540  0.00
H: 0.27221 2.83052 -0.75408  0.00
H: 0.83091 5.14236 -1.43522  0.00
H: 2.14338 5.55323 -3.48180  0.00
H: 2.90982 3.64765 -4.87157  0.00

Atoms 1-3, force components in eV/Å:
Fe -0.692 -0.760 0.993
C 0.091 0.012 -0.098
C -0.137 -0.008 0.160

***

Entry 2:
C48H55N4O2RuSe | wB97M-V/def2-TZVPD

Summary:
HOMO energy (alpha / beta) = -6.72 / -6.74 eV
HOMO-LUMO gap (alpha / beta) = 0.198 / 0.213 Eh
2S+1 = 2
E_tot = -4727.91298 a.u.
max |F| = 3.35 eV/Å

Each line ends with the Löwdin spin population.
Geometry (Å):
Ru: -2.06233 0.04603 0.68977  0.84
C: 3.25721 3.79285 -3.73508  0.00
C: 2.11457 3.13442 -4.51256  0.00
C: 1.40619 4.22991 -5.32413  0.00
C: 2.72119 2.08998 -5.46107  0.00
C: 1.10334 2.44574 -3.60754  0.01
C: 1.19489 2.42269 -2.22388  0.00
C: 0.25653 1.74562 -1.47360  0.01
Se: 0.31147 1.77714 0.46627  0.13
C: 1.50676 0.29076 0.71564  0.00
C: 2.82464 0.42679 0.34094  0.01
C: 3.71663 -0.61348 0.56117  -0.01
C: 3.20408 -1.76660 1.15855  0.00
C: 1.89961 -1.92934 1.58191  -0.01
C: 0.97383 -0.85594 1.37243  0.00
O: -0.24042 -0.87101 1.75377  -0.09
C: 1.52248 -3.25737 2.23113  0.00
C: 1.63110 -4.36432 1.17258  0.00
C: 0.10378 -3.29234 2.79755  0.00
C: 2.48059 -3.55018 3.39740  0.00
C: 5.19624 -0.53637 0.23165  0.00
C: 5.59957 0.83240 -0.32436  0.00
C: 6.00944 -0.79526 1.50893  0.00
C: 5.54004 -1.60317 -0.81635  0.00
C: -0.85454 1.08425 -2.04991  0.00
O: -1.70667 0.47242 -1.30014  0.06
C: -0.98848 1.17108 -3.47097  0.00
C: -0.00351 1.81908 -4.18435  0.00
C: -2.23576 0.62846 -4.15225  0.00
C: -2.19938 0.76868 -5.67804  0.00
C: -3.43245 1.43170 -3.62194  0.00
C: -2.42437 -0.85893 -3.83096  0.00
H: 3.95288 4.25151 -4.43561  0.00
H: 3.80818 3.06297 -3.14761  0.00
H: 2.88363 4.57009 -3.07321  0.00
H: 2.12449 4.76406 -5.94199  0.00
H: 0.92998 4.94151 -4.65415  0.00
H: 0.64332 3.81560 -5.97553  0.00
H: 3.45947 2.54888 -6.11509  0.00
H: 1.95725 1.63056 -6.08029  0.00
H: 3.20934 1.30793 -4.88498  0.00
H: 1.99220 2.92332 -1.69935  0.00
H: 3.12857 1.35718 -0.11210  0.00
H: 3.87875 -2.59552 1.30706  0.00
H: 0.92744 -4.17871 0.36387  0.00
H: 1.39441 -5.32869 1.61547  0.00
H: 2.63171 -4.40907 0.75270  0.00
H: -0.62991 -3.16147 2.00980  0.00
H: -0.04614 -2.50693 3.53377  0.00
H: -0.07658 -4.25628 3.27363  0.00
H: 3.51017 -3.67258 3.07291  0.00
H: 2.17131 -4.46874 3.89085  0.00
H: 2.44862 -2.73748 4.11994  0.00
H: 5.38704 1.62452 0.39081  0.00
H: 5.07673 1.04620 -1.25466  0.00
H: 6.66909 0.83804 -0.53035  0.00
H: 5.73223 -0.08966 2.28833  0.00
H: 7.07076 -0.68398 1.30019  0.00
H: 5.84180 -1.79805 1.89018  0.00
H: 4.97318 -1.43036 -1.72793  0.00
H: 5.30240 -2.59951 -0.45495  0.00
H: 6.60140 -1.56426 -1.05173  0.00
H: -0.09488 1.86500 -5.25686  0.00
H: -2.13035 1.80980 -5.98356  0.00
H: -3.11993 0.36149 -6.09362  0.00
H: -1.36530 0.21305 -6.10206  0.00
H: -3.31063 2.48808 -3.85854  0.00
H: -3.51300 1.32678 -2.54183  0.00
H: -4.35480 1.07368 -4.07541  0.00
H: -1.52381 -1.41638 -4.08633  0.00
H: -3.25585 -1.26489 -4.40561  0.00
H: -2.63954 -0.99581 -2.77517  0.00
C: -2.84923 4.24903 1.56827  0.00
C: -2.56761 3.09275 0.86848  -0.01
N: -2.75879 1.87127 1.39123  0.02
C: -3.26648 1.75051 2.64169  0.00
C: -3.62650 2.89381 3.40674  0.00
C: -3.39354 4.16535 2.84127  -0.02
C: -4.15615 2.69881 4.69351  0.00
C: -4.22063 1.42027 5.22245  0.00
C: -3.84848 0.30352 4.49696  0.00
C: -3.42948 0.42340 3.15518  0.01
N: -3.11109 -0.55996 2.25883  0.03
C: -3.42491 -1.88791 2.29217  0.00
C: -4.18383 -2.59298 3.24884  0.02
C: -4.31901 -3.96817 3.18150  0.00
C: -3.77903 -4.70837 2.14594  0.02
C: -3.07904 -4.05399 1.11925  0.00
C: -2.50208 -4.72685 0.02088  0.02
C: -1.75457 -4.00784 -0.89752  0.00
C: -1.64670 -2.63457 -0.76472  0.02
N: -2.25603 -1.96426 0.22052  -0.03
C: -2.91608 -2.64214 1.18798  0.00
H: -2.64847 5.20851 1.11767  0.00
H: -2.18164 3.13438 -0.14619  0.00
H: -3.63458 5.05586 3.40522  0.00
H: -4.47527 3.55453 5.27246  0.00
H: -4.55399 1.28678 6.24091  0.00
H: -3.82852 -0.65321 4.99113  0.00
H: -4.69651 -2.06888 4.03445  0.00
H: -4.86399 -4.47805 3.96267  0.00
H: -3.90396 -5.78170 2.10390  0.00
H: -2.62000 -5.79675 -0.07204  0.00
H: -1.25966 -4.50275 -1.71897  0.00
H: -1.05558 -2.04724 -1.45950  0.00
C: -0.67657 2.25099 5.50730  0.00
C: -0.29282 2.00737 4.14930  0.00
N: 0.03590 1.80823 3.07284  0.00
H: 0.16423 2.68269 6.05222  0.00
H: -0.96656 1.30552 5.96263  0.00
H: -1.52467 2.93452 5.52097  0.00

Atoms 1-3, force components in eV/Å:
Ru 2.398 -0.345 -0.805
C -0.214 -0.140 -0.104
C 0.086 0.077 -0.085